{"formula": "C11H15N", "method": "ωB97M-V/def2-TZVPD", "symbols": ["C", "C", "C", "N", "C", "C", "C", "C", "C", "C", "H", "H", "H", "H", "H", "H", "H", "H", "H", "C", "C", "H", "H", "H", "H", "H", "H"], "coordinates": [[0.3819, 0.8677, -2.3746], [0.9584, 0.4611, -1.0595], [1.8677, -0.5478, -0.9311], [2.1891, -0.7391, 0.4129], [1.5431, 0.2369, 1.1466], [1.5538, 0.5174, 2.5083], [0.7257, 1.5256, 2.9718], [-0.1308, 2.2031, 2.1094], [-0.0965, 1.9936, 0.7316], [0.6960, 0.9477, 0.2705], [0.2809, 1.9575, -2.4590], [-0.6134, 0.4543, -2.5034], [1.0087, 0.6099, -3.2207], [2.0000, -1.3302, -1.6718], [3.0790, -1.0873, 0.7317], [2.1797, -0.0520, 3.1855], [0.7041, 1.6924, 4.0395], [-0.7639, 2.9930, 2.4856], [-0.6753, 2.6633, 0.1110], [-1.9257, -2.4551, -0.3068], [-2.3264, -1.3992, -1.3201], [-2.3146, -3.4304, -0.5881], [-0.8372, -2.4858, -0.1981], [-2.2964, -2.2723, 0.7003], [-3.3667, -1.4219, -1.6378], [-1.6961, -1.5016, -2.2063], [-2.1249, -0.4010, -0.9276]], "forces_ev_per_angstrom": [[-0.41, 0.84, 0.18], [0.68, -0.63, -0.28], [-0.88, -0.22, 0.17], [0.23, 0.23, 0.17], [-0.74, -0.04, -0.10], [0.27, -0.05, -0.04], [-0.02, -0.84, 0.17], [0.17, 0.70, -0.66], [-0.14, -0.07, 1.29], [0.48, 0.64, -0.83], [-0.06, -0.10, 0.25], [-0.13, -0.05, -0.21], [0.13, -0.44, 0.01], [0.72, 0.28, 0.10], [-0.12, -0.26, -0.17], [0.02, 0.08, 0.03], [-0.08, 0.24, 0.01], [-0.05, 0.03, 0.16], [-0.07, -0.31, -0.32], [-0.04, -0.10, 0.32], [0.44, 0.41, -0.04], [0.24, -0.21, -0.11], [-0.10, -0.17, -0.18], [-0.24, 0.24, 0.01], [-0.08, -0.19, 0.12], [-0.17, -0.04, -0.10], [-0.05, 0.04, 0.03]], "homo_ev": -7.91, "smiles": "Cc1c[nH]c2ccccc12.CC", "relative_energy_ev": 0.365, "spin_multiplicity": 1}